1.
{
  "formula": "C19H22AsBr4N3O6Ti",
  "method": "ωB97M-V/def2-TZVPD",
  "energy_ha": -14734.41538,
  "de_lowest_kj_mol": 24.6,
  "gap_ev": 7.33,
  "symbols": ["Ti", "Br", "C", "C", "Br", "C", "Br", "C", "O", "C", "O", "C", "Br", "O", "C", "O", "C", "C", "C", "C", "C", "N", "H", "H", "H", "H", "N", "N", "C", "O", "O", "H", "H", "H", "C", "C", "As", "C", "C", "C", "C", "H", "H", "H", "H", "H", "H", "H", "H", "H", "H", "H", "H", "H", "H", "H"],
  "coordinates": [[0.81193, -0.10804, -0.71872], [0.73188, 6.65173, -1.89935], [0.38461, 4.80226, -1.96572], [-0.30382, 4.25307, -3.04560], [-0.90457, 5.34052, -4.46062], [-0.55665, 2.87669, -3.08440], [-1.49043, 2.03700, -4.48430], [-0.10769, 2.08249, -2.05076], [-0.27954, 0.74864, -1.98085], [0.59540, 2.62177, -0.96445], [0.96179, 1.74181, -0.04264], [0.82936, 3.98779, -0.91741], [1.74501, 4.64698, 0.58515], [4.55485, -1.27847, -1.12297], [3.56813, -0.78013, -0.65301], [2.62606, -0.14829, -1.32570], [3.26864, -0.79593, 0.82650], [4.23438, -1.08553, 1.76981], [3.88958, -0.98715, 3.10805], [2.60116, -0.60332, 3.44542], [1.69027, -0.35478, 2.43310], [2.01579, -0.46644, 1.14853], [5.22300, -1.36631, 1.43682], [4.61923, -1.19553, 3.87900], [2.29633, -0.49449, 4.47630], [0.67450, -0.05371, 2.64761], [1.10273, -1.50558, -3.37950], [1.30804, -2.76825, -2.82645], [1.18784, -2.95334, -1.46956], [1.59736, -3.94134, -0.90870], [0.54666, -1.96525, -0.84207], [0.46506, -1.55352, -4.16192], [1.97658, -1.06274, -3.63736], [1.92816, -3.42554, -3.27674], [-1.27677, -2.56673, 2.44471], [-1.86233, -1.16178, 2.35429], [-1.56432, -0.36444, 0.59475], [-2.64305, 1.25665, 0.65136], [-2.08633, 2.30701, 1.60566], [-2.57679, -1.54695, -0.57879], [-4.04518, -1.72315, -0.22171], [-1.29303, -2.93266, 3.47186], [-0.24492, -2.60454, 2.08856], [-1.84525, -3.27057, 1.83565], [-1.43017, -0.49691, 3.10446], [-2.93979, -1.16650, 2.53508], [-3.65551, 0.96674, 0.94188], [-2.68967, 1.62794, -0.37479], [-2.11647, 1.95741, 2.64013], [-2.67944, 3.22079, 1.55682], [-1.05269, 2.56092, 1.37228], [-2.04039, -2.49652, -0.57099], [-2.45386, -1.13234, -1.58167], [-4.17704, -2.11718, 0.78786], [-4.52097, -2.42886, -0.90452], [-4.59764, -0.78539, -0.29037]],
  "nbo_charge": [1.671, 0.106, -0.137, -0.170, 0.105, -0.163, 0.098, 0.261, -0.681, 0.235, -0.713, -0.162, 0.100, -0.556, 0.761, -0.715, 0.115, -0.194, -0.139, -0.239, 0.081, -0.446, 0.253, 0.229, 0.231, 0.208, -0.631, -0.492, 0.880, -0.627, -0.759, 0.366, 0.371, 0.387, -0.623, -0.714, 1.030, -0.709, -0.621, -0.706, -0.620, 0.217, 0.223, 0.215, 0.220, 0.224, 0.218, 0.238, 0.200, 0.223, 0.228, 0.243, 0.244, 0.202, 0.223, 0.208]
}

=====

2.
{
  "formula": "C27H35F5N4OP2TeZn",
  "method": "ωB97M-V/def2-TZVPD",
  "energy_ha": -4573.32863,
  "de_lowest_kj_mol": 40.7,
  "gap_ev": 6.53,
  "symbols": ["Zn", "C", "C", "C", "C", "C", "C", "C", "C", "C", "H", "H", "H", "H", "H", "H", "H", "H", "H", "H", "H", "H", "H", "H", "H", "P", "P", "N", "N", "N", "N", "C", "C", "C", "C", "C", "C", "C", "C", "C", "C", "C", "C", "C", "C", "C", "C", "C", "C", "H", "H", "H", "H", "H", "H", "H", "H", "H", "H", "H", "H", "H", "H", "H", "H", "H", "H", "H", "H", "F", "Te", "F", "F", "F", "F", "O"],
  "coordinates": [[-0.20888, -2.00677, 0.44774], [-0.95599, 3.90528, 4.78668], [-1.69540, 3.26230, 3.87980], [-1.25323, 2.64775, 2.59759], [0.10625, 1.90489, 2.63274], [1.33081, 2.60070, 2.14231], [1.71105, 3.84876, 2.45536], [0.94951, 4.82617, 3.28557], [0.47999, 4.29758, 4.67778], [1.34006, -3.12479, 1.24183], [-1.40837, 4.15327, 5.75048], [-2.75296, 3.11357, 4.09317], [-1.27257, 3.34237, 1.73850], [-2.01416, 1.87110, 2.39717], [0.28033, 1.48012, 3.63286], [-0.00085, 1.02393, 1.96362], [1.99768, 1.98400, 1.52722], [2.67856, 4.20502, 2.09366], [0.08705, 5.23931, 2.73515], [1.63826, 5.67439, 3.46319], [1.14890, 3.48486, 4.99978], [0.64518, 5.13134, 5.38416], [0.83986, -3.90546, 1.84658], [1.76170, -2.38096, 1.91802], [2.17510, -3.57228, 0.69986], [1.36414, -1.68974, -1.13632], [-2.04054, -0.93325, -1.06624], [2.63801, -0.47767, -1.22877], [2.13540, -2.95555, -2.07098], [-2.02642, 0.72284, -1.80312], [-3.66558, -1.30676, -1.69964], [0.32022, -0.98335, -2.45488], [-1.06458, -1.66118, -2.45885], [3.68161, -0.29290, -0.30670], [4.60000, 0.59481, -0.86763], [4.12601, 0.94407, -2.16933], [2.93825, 0.26978, -2.37453], [2.40417, -4.27248, -1.66805], [3.08387, -4.90762, -2.69828], [3.21651, -3.96658, -3.76920], [2.64482, -2.77779, -3.36423], [-1.48021, 1.82452, -1.12682], [-1.30286, 2.86648, -2.02092], [-1.73546, 2.41279, -3.30804], [-2.12628, 1.08856, -3.15860], [-4.50225, -0.65273, -2.61958], [-5.38178, -1.57098, -3.17628], [-5.12370, -2.83545, -2.54518], [-4.08115, -2.65210, -1.65813], [0.76549, -1.07440, -3.44950], [0.23497, 0.08970, -2.21558], [-1.58656, -1.52225, -3.41700], [-1.01667, -2.74489, -2.25776], [3.65138, -0.78646, 0.65410], [5.50696, 0.95310, -0.41547], [4.57391, 1.60513, -2.89384], [2.26924, 0.27805, -3.21984], [2.05974, -4.63854, -0.71644], [3.44325, -5.91593, -2.68201], [3.67058, -4.13365, -4.73077], [2.51436, -1.83082, -3.87546], [-1.30369, 1.76212, -0.05773], [-0.90960, 3.85393, -1.79394], [-1.77101, 2.98299, -4.23126], [-2.51134, 0.41276, -3.90813], [-4.42165, 0.40653, -2.81068], [-6.10481, -1.36649, -3.95643], [-5.64997, -3.76542, -2.73336], [-3.57635, -3.34873, -1.00085], [0.17880, -3.18039, 4.24335], [-0.87637, -1.60829, 3.97226], [-1.80583, 0.05201, 3.85257], [0.82149, -0.71446, 3.78717], [-2.46422, -2.60293, 4.23506], [-0.82912, -1.17672, 5.85270], [-1.09302, -1.78008, 2.12831]],
  "mulliken_charge": [0.120, -0.460, -0.716, -0.693, 0.650, -0.629, -0.566, -0.839, -0.687, -1.886, 0.375, 0.364, 0.570, 0.469, 0.496, -0.512, 0.390, 0.397, 0.323, 0.394, 0.298, 0.437, 0.245, 0.445, 0.656, 1.063, -0.083, 0.651, 0.544, 0.463, 0.363, -1.140, -1.407, -0.573, -0.717, -0.757, -0.236, -0.471, -0.761, -0.663, -0.177, -0.714, -0.337, -1.143, -0.308, -0.439, -0.685, -0.558, -0.456, 0.401, 0.542, 0.511, 0.708, 0.433, 0.453, 0.450, 0.398, 0.528, 0.447, 0.440, 0.252, 0.422, 0.488, 0.454, 0.637, 0.650, 0.436, 0.425, 0.421, -0.398, 2.197, -0.439, -0.476, -0.418, -0.416, -0.649]
}

=====

3.
{
  "formula": "C28H51F2N3O2PdSSbSi3",
  "method": "ωB97M-V/def2-TZVPD",
  "energy_ha": -3245.88949,
  "charge": 3,
  "de_lowest_kj_mol": 0.0,
  "spin_multiplicity": 5,
  "gap_ev": [7.02, 3.04],
  "symbols": ["Pd", "F", "C", "C", "C", "C", "C", "F", "C", "C", "C", "C", "C", "C", "N", "H", "H", "H", "H", "H", "H", "C", "O", "C", "C", "O", "C", "H", "H", "H", "H", "H", "H", "H", "H", "H", "H", "C", "Si", "C", "C", "Sb", "Si", "C", "C", "C", "Si", "C", "C", "C", "H", "H", "H", "H", "H", "H", "H", "H", "H", "H", "H", "H", "H", "H", "H", "H", "H", "H", "H", "H", "H", "H", "H", "H", "H", "H", "H", "S", "C", "N", "C", "C", "C", "N", "H", "H", "H", "H", "H", "H", "H", "H"],
  "coordinates": [[-0.91360, 0.13128, 1.24502], [-0.51036, 3.97476, 5.05927], [-0.98498, 3.63688, 3.86415], [-0.65344, 2.39174, 3.34241], [-1.13357, 2.03045, 2.09754], [-1.96683, 2.89845, 1.36975], [-2.26026, 4.13677, 1.94953], [-3.04453, 5.01158, 1.30880], [-1.78596, 4.52923, 3.18499], [-2.48177, 2.44396, 0.05981], [-3.25041, 3.20750, -0.82156], [-3.64936, 2.66647, -2.03038], [-3.27682, 1.37124, -2.36291], [-2.51914, 0.66970, -1.44987], [-2.13784, 1.18238, -0.27702], [-0.01913, 1.74917, 3.93693], [-2.04566, 5.49393, 3.59757], [-3.53451, 4.21370, -0.56653], [-4.24833, 3.25771, -2.71047], [-3.57011, 0.91894, -3.29976], [-2.19368, -0.34354, -1.64960], [1.08803, -0.61627, 3.98667], [0.19473, -1.11526, 2.98650], [-0.83304, -1.95902, 3.52237], [-2.09122, -1.16984, 3.77782], [-2.61291, -0.71681, 2.50978], [-3.77481, 0.12265, 2.68580], [0.54638, -0.17631, 4.82641], [1.70213, 0.15165, 3.51888], [1.71974, -1.42546, 4.35684], [-0.49496, -2.42681, 4.44890], [-1.01425, -2.74407, 2.78726], [-1.89368, -0.29539, 4.40516], [-2.84448, -1.79343, 4.26503], [-4.55427, -0.44505, 3.19388], [-4.10913, 0.41719, 1.69406], [-3.51277, 1.00619, 3.26791], [2.30799, -2.63747, -3.35087], [1.92932, -0.82752, -3.32706], [0.15487, -0.46515, -3.75048], [3.12956, 0.29337, -4.17709], [1.74675, 0.05221, -0.76446], [2.31364, 2.75248, -0.41242], [0.85237, 3.48510, -1.27045], [3.91953, 2.84571, -1.33066], [2.42620, 3.03400, 1.40226], [4.22718, -1.36412, -0.28423], [5.44503, -1.09332, -1.63399], [4.52359, -0.37097, 1.24996], [3.55923, -3.06130, 0.00193], [2.14846, -2.98514, -4.37726], [1.63084, -3.19352, -2.70092], [3.33299, -2.89187, -3.08531], [0.04245, -0.64150, -4.82674], [-0.13684, 0.56864, -3.55894], [-0.52566, -1.13321, -3.22118], [3.18048, -0.03162, -5.22275], [4.14073, 0.25279, -3.77581], [2.78408, 1.32796, -4.18123], [0.75122, 3.14858, -2.30338], [0.99392, 4.57179, -1.29530], [-0.07120, 3.28415, -0.72710], [3.84026, 2.54783, -2.37563], [4.70978, 2.27007, -0.84727], [4.23674, 3.89549, -1.31558], [1.47830, 2.83443, 1.90233], [2.66571, 4.09346, 1.55057], [3.22027, 2.45615, 1.87618], [5.62795, -0.03809, -1.83656], [5.20961, -1.61225, -2.56157], [6.38740, -1.51722, -1.26090], [3.69713, -0.44147, 1.95814], [4.77323, 0.67321, 1.06681], [5.40159, -0.83221, 1.72438], [4.25628, -3.80108, -0.40098], [2.58733, -3.23148, -0.46149], [3.45083, -3.23210, 1.07458], [-0.37201, -2.11606, 0.00344], [-1.89108, -2.70934, -0.62568], [-3.00491, -2.45966, 0.04122], [-4.31493, -3.00508, -0.34241], [-4.11420, -4.30800, -1.09514], [-3.14514, -4.08928, -2.24256], [-1.92642, -3.43321, -1.73510], [-2.91445, -1.92318, 0.89800], [-4.84308, -2.27100, -0.95516], [-4.88924, -3.16055, 0.56859], [-5.06739, -4.66269, -1.48234], [-3.72550, -5.07078, -0.41844], [-3.58873, -3.46493, -3.02005], [-2.84901, -5.03273, -2.69570], [-1.03833, -3.66460, -2.14911]],
  "mulliken_spin": [1.982, 0.003, 0.028, -0.320, 0.534, -0.202, 0.069, 0.004, -0.011, 0.028, -0.002, -0.002, 0.011, -0.028, 0.063, -0.007, -0.001, -0.001, 0.000, -0.001, 0.001, 0.004, 0.006, 0.002, -0.019, 0.113, -0.017, 0.001, -0.012, 0.003, -0.001, 0.001, 0.001, 0.001, 0.001, 0.005, -0.002, -0.003, 0.069, 0.081, 0.032, 0.740, 0.109, 0.029, 0.071, 0.000, 0.158, 0.025, 0.109, 0.045, -0.001, 0.002, 0.003, 0.010, 0.001, -0.014, 0.008, -0.002, 0.001, 0.002, 0.006, -0.002, -0.014, -0.008, 0.015, 0.010, 0.001, 0.005, -0.002, 0.000, 0.007, -0.023, -0.006, 0.019, 0.008, -0.011, 0.004, 0.159, 0.082, 0.025, 0.002, 0.001, -0.001, 0.015, -0.008, 0.001, 0.001, 0.000, 0.000, 0.001, 0.000, 0.005]
}

=====

4.
{
  "formula": "C4H5NO",
  "method": "ωB97M-V/def2-TZVPD",
  "energy_ha": -285.36040,
  "smiles": "N#CC1(O)CC1",
  "de_lowest_kj_mol": 142.3,
  "gap_ev": 11.30,
  "symbols": ["N", "C", "C", "O", "C", "C", "H", "H", "H", "H", "H"],
  "coordinates": [[-1.37177, 2.27396, -0.88873], [-0.84999, 1.31013, -0.51525], [-0.30089, -0.01493, -0.25332], [-0.91148, -0.94710, -1.09736], [1.14675, -0.16007, 0.17595], [0.03951, -0.42080, 1.15396], [-0.85246, -0.58731, -1.99706], [1.67215, -1.03458, -0.19838], [1.75536, 0.73291, 0.29766], [-0.14757, -1.45581, 1.42577], [-0.12594, 0.29884, 1.95191]],
  "nbo_charge": [-0.308, 0.249, 0.131, -0.665, -0.419, -0.405, 0.482, 0.235, 0.230, 0.239, 0.232]
}

=====

5.
{
  "formula": "C20H28AsCl2F2N4OSW",
  "method": "ωB97M-V/def2-TZVPD",
  "energy_ha": -4893.39075,
  "charge": 3,
  "de_lowest_kj_mol": 0.0,
  "spin_multiplicity": 3,
  "gap_ev": [8.21, 6.35],
  "symbols": ["W", "F", "C", "C", "C", "C", "C", "F", "C", "C", "C", "C", "C", "C", "N", "H", "H", "H", "H", "H", "H", "N", "N", "C", "N", "S", "H", "H", "H", "H", "H", "C", "C", "As", "C", "C", "C", "C", "H", "H", "H", "H", "H", "H", "H", "H", "H", "H", "H", "H", "H", "H", "H", "Cl", "C", "Cl", "H", "H", "O", "C"],
  "coordinates": [[-0.20777, -0.29930, -0.73077], [2.43225, -4.49727, -3.16136], [1.70022, -4.09901, -2.13922], [1.49561, -2.73223, -1.96025], [0.72994, -2.30771, -0.88592], [0.16043, -3.22982, 0.01209], [0.40166, -4.58738, -0.22277], [-0.14146, -5.49637, 0.57739], [1.16530, -5.04017, -1.28045], [-0.70582, -2.69382, 1.06934], [-1.13264, -3.39031, 2.19322], [-2.01201, -2.79342, 3.07990], [-2.46526, -1.50126, 2.82907], [-1.98269, -0.84296, 1.72462], [-1.10508, -1.40610, 0.86225], [1.99263, -2.05198, -2.63839], [1.33640, -6.09791, -1.42538], [-0.78436, -4.39617, 2.37007], [-2.34882, -3.33388, 3.95343], [-3.17198, -1.01211, 3.48241], [-2.29611, 0.17047, 1.49851], [-1.53429, -1.54021, -2.20986], [-2.54709, -0.85681, -2.91986], [-2.98464, 0.33184, -2.47450], [-4.02787, 0.89168, -3.04824], [-2.18444, 1.12829, -1.17496], [-0.89489, -1.97122, -2.88391], [-1.95568, -2.31203, -1.67757], [-3.06545, -1.37253, -3.62456], [-4.54960, 0.46112, -3.80118], [-4.33264, 1.80883, -2.75137], [-0.82808, 4.14513, -0.02989], [-0.85975, 3.13320, 1.11715], [0.46954, 1.71637, 0.91822], [2.07416, 2.60270, 0.24902], [2.57379, 3.76980, 1.10287], [0.78876, 0.98127, 2.70265], [1.21397, 1.98723, 3.77121], [-1.57081, 4.91995, 0.15344], [-1.05823, 3.68468, -0.98578], [0.14079, 4.63554, -0.11279], [-1.83914, 2.65487, 1.20505], [-0.64759, 3.61429, 2.07770], [1.79384, 2.94715, -0.75081], [2.85024, 1.83920, 0.14116], [1.77276, 4.45158, 1.39330], [3.30042, 4.33960, 0.52447], [3.07554, 3.42467, 2.00276], [1.53108, 0.18690, 2.58754], [-0.15609, 0.50907, 2.98380], [2.22185, 2.35905, 3.60906], [1.20534, 1.48248, 4.73725], [0.53136, 2.83558, 3.84225], [0.72583, 0.89615, -2.80747], [2.54023, 0.94238, -3.17078], [2.96253, -0.17371, -4.42553], [3.05657, 0.71658, -2.23981], [2.71380, 1.96609, -3.50002], [2.74767, -0.82187, 0.31612], [1.68575, -0.67618, -0.05396]],
  "nbo_charge": [0.792, -0.263, 0.472, -0.335, -0.259, -0.164, 0.469, -0.279, -0.302, 0.207, -0.206, -0.068, -0.218, 0.052, -0.541, 0.247, 0.294, 0.277, 0.269, 0.269, 0.223, -0.621, -0.417, 0.362, -0.697, -0.035, 0.433, 0.420, 0.434, 0.442, 0.454, -0.626, -0.697, 1.157, -0.697, -0.625, -0.683, -0.622, 0.263, 0.206, 0.226, 0.237, 0.265, 0.234, 0.237, 0.221, 0.258, 0.232, 0.239, 0.235, 0.229, 0.258, 0.221, 0.085, -0.360, 0.114, 0.234, 0.271, -0.370, 0.548]
}

=====

6.
{
  "formula": "C5H15N2O2",
  "method": "ωB97M-V/def2-TZVPD",
  "energy_ha": -459.17349,
  "charge": 1,
  "de_lowest_kj_mol": 378.8,
  "gap_ev": 9.83,
  "symbols": ["N", "C", "C", "N", "C", "C", "C", "O", "H", "H", "H", "H", "H", "H", "H", "H", "H", "H", "H", "H", "H", "H", "H", "O"],
  "coordinates": [[-1.34234, -0.49632, 1.48613], [-0.14995, -1.24624, 0.94689], [-0.32084, -1.15506, -0.58357], [-0.49059, 0.16694, -1.26834], [-0.74557, 0.13367, -2.64830], [0.74452, 0.87138, -0.86135], [0.31631, 2.26673, -0.14027], [-0.56304, 2.25165, 0.69389], [-1.22834, 0.23919, 2.19344], [-2.11280, -1.14165, 1.78268], [-1.63986, 0.13564, 0.70982], [0.89321, -0.94427, 1.41179], [-0.29665, -2.25322, 1.40238], [0.45061, -1.84288, -1.05730], [-1.32840, -1.70136, -0.74993], [-0.38521, 1.16917, -2.98937], [-1.73189, 0.09256, -2.89454], [-0.26520, -0.65897, -3.28994], [1.33589, 1.07748, -1.74066], [1.25999, 0.27257, -0.09671], [0.90492, 3.12520, -0.35864], [2.30993, 0.58013, 2.36678], [2.53913, -0.73288, 3.14663], [1.84618, -0.20944, 2.53847]],
  "nbo_charge": [-0.716, -0.302, -0.264, -0.458, -0.405, -0.334, 0.460, -0.549, 0.457, 0.442, 0.472, 0.307, 0.233, 0.219, 0.201, 0.208, 0.212, 0.193, 0.217, 0.217, 0.139, 0.488, 0.511, -0.949]
}

=====

Which formula does entry 2 have?
C27H35F5N4OP2TeZn

=====

Which formula does entry 2 have?
C27H35F5N4OP2TeZn